(a)
Entry from the Open Molecules 2025 dataset: a 8-piece molecular cluster, C48H120N8 overall (the ωB97M-V functional and the def2-TZVPD basis).

Summary:
HOMO-LUMO gap: 0.312 hartree
HOMO energy: -7.7529 eV
Net charge: 0
LUMO: 0.74 eV
SMILES: CCN(CC)CC.CCN(CC)CC.CCN(CC)CC.CCN(CC)CC.CCN(CC)CC.CCN(CC)CC.CCN(CC)CC.CCN(CC)CC

Last columns: bonded neighbours and bond lengths (Å).
Geometry (Å):
1 C -2.7968 -3.1431 2.8532  C2 1.530, H8 1.089, H9 1.093, H10 1.093
2 C -4.3197 -3.1744 2.7046  C1 1.530, N3 1.471, H11 1.101, H12 1.088
3 N -4.8149 -4.2047 1.7781  C2 1.471, C4 1.460, C6 1.459
4 C -6.2150 -3.9656 1.4424  N3 1.460, C5 1.535, H13 1.100, H14 1.093
5 C -6.6692 -4.5147 0.0833  C4 1.535, H15 1.089, H16 1.093, H17 1.090
6 C -4.5233 -5.6099 2.0426  N3 1.459, C7 1.526, H18 1.093, H19 1.092
7 C -5.1148 -6.2011 3.3188  C6 1.526, H20 1.095, H21 1.086, H22 1.090
8 H -2.3324 -4.0639 3.2042  C1 1.089
9 H -2.5760 -2.3155 3.5322  C1 1.093
10 H -2.2543 -2.8741 1.9435  C1 1.093
11 H -4.7616 -3.3484 3.6974  C2 1.101
12 H -4.6384 -2.2051 2.3254  C2 1.088
13 H -6.9343 -4.3447 2.1826  C4 1.100
14 H -6.3393 -2.8833 1.3575  C4 1.093
15 H -5.9625 -4.3138 -0.7210  C5 1.089
16 H -6.8123 -5.5931 0.1840  C5 1.093
17 H -7.6255 -4.0516 -0.1597  C5 1.090
18 H -3.4368 -5.6920 1.9608  C6 1.093
19 H -4.8984 -6.1698 1.1835  C6 1.092
20 H -5.4035 -7.2219 3.0465  C7 1.095
21 H -6.0127 -5.6915 3.6566  C7 1.086
22 H -4.3679 -6.3499 4.0984  C7 1.090
23 C 4.5196 -0.2822 -2.2406  C24 1.542, H30 1.089, H31 1.098, H32 1.088
24 C 6.0096 -0.6725 -2.3049  C23 1.542, N25 1.482, H33 1.096, H34 1.087
25 N 6.2459 -1.7320 -1.2962  C24 1.482, C26 1.453, C28 1.462
26 C 5.7658 -3.0286 -1.7424  N25 1.453, C27 1.520, H35 1.095, H36 1.103
27 C 5.4566 -3.9314 -0.5594  C26 1.520, H37 1.091, H38 1.090, H39 1.098
28 C 7.6310 -1.7848 -0.8299  N25 1.462, C29 1.507, H40 1.106, H41 1.090
29 C 7.9060 -0.7596 0.2394  C28 1.507, H42 1.094, H43 1.091, H44 1.090
30 H 3.8656 -1.0123 -2.7154  C23 1.089
31 H 4.3223 0.6351 -2.8101  C23 1.098
32 H 4.2119 -0.0775 -1.2169  C23 1.088
33 H 6.2015 -1.0811 -3.3038  C24 1.096
34 H 6.6237 0.1964 -2.0818  C24 1.087
35 H 4.8336 -2.9375 -2.3089  C26 1.095
36 H 6.4185 -3.5505 -2.4621  C26 1.103
37 H 5.0470 -3.4367 0.3229  C27 1.091
38 H 4.8627 -4.8109 -0.8061  C27 1.090
39 H 6.4081 -4.3027 -0.1570  C27 1.098
40 H 8.3253 -1.5956 -1.6698  C28 1.106
41 H 7.9575 -2.7725 -0.5036  C28 1.090
42 H 7.1518 -0.9167 1.0164  C29 1.094
43 H 7.7811 0.2575 -0.1349  C29 1.091
44 H 8.8882 -0.8619 0.6996  C29 1.090
45 C 0.7897 6.7223 1.5755  C46 1.523, H52 1.093, H53 1.092, H54 1.087
46 C 2.0918 7.3826 1.1429  C45 1.523, N47 1.455, H55 1.090, H56 1.109
47 N 3.0373 6.4922 0.4861  C46 1.455, C48 1.465, C50 1.469
48 C 4.2116 7.1502 -0.0932  N47 1.465, C49 1.521, H57 1.102, H58 1.090
49 C 3.8202 8.1692 -1.1529  C48 1.521, H59 1.091, H60 1.090, H61 1.090
50 C 3.4557 5.3665 1.3319  N47 1.469, C51 1.547, H62 1.082, H63 1.100
51 C 3.7417 4.0835 0.5167  C50 1.547, H64 1.089, H65 1.091, H66 1.089
52 H 0.2454 6.1980 0.7854  C45 1.093
53 H 0.0818 7.4936 1.8858  C45 1.092
54 H 0.9339 5.9734 2.3503  C45 1.087
55 H 1.9185 8.2530 0.5101  C46 1.090
56 H 2.5758 7.8027 2.0474  C46 1.109
57 H 4.8002 7.6044 0.7206  C48 1.102
58 H 4.8472 6.3422 -0.4559  C48 1.090
59 H 4.6466 8.4553 -1.8053  C49 1.091
60 H 3.0463 7.8181 -1.8357  C49 1.090
61 H 3.4620 9.0648 -0.6460  C49 1.090
62 H 2.7263 5.1214 2.0932  C50 1.082
63 H 4.4206 5.6607 1.7702  C50 1.100
64 H 2.8189 3.5491 0.2953  C51 1.089
65 H 4.4027 3.4854 1.1448  C51 1.091
66 H 4.1953 4.3101 -0.4470  C51 1.089
67 C -1.4210 -5.0942 -0.2689  C68 1.517, H74 1.093, H75 1.100, H76 1.089
68 C -0.5521 -5.5494 -1.4256  C67 1.517, N69 1.444, H77 1.091, H78 1.092
69 N 0.7561 -6.0395 -1.0620  C68 1.444, C70 1.462, C72 1.446
70 C 0.8058 -7.3772 -0.4733  N69 1.462, C71 1.533, H79 1.099, H80 1.089
71 C 0.2256 -8.4575 -1.3926  C70 1.533, H81 1.092, H82 1.098, H83 1.087
72 C 1.5350 -5.1210 -0.2611  N69 1.446, C73 1.532, H84 1.111, H85 1.093
73 C 1.7392 -3.7629 -0.9404  C72 1.532, H86 1.088, H87 1.089, H88 1.094
74 H -1.0811 -4.1956 0.2515  C67 1.093
75 H -1.3305 -5.8088 0.5622  C67 1.100
76 H -2.4766 -5.0526 -0.5339  C67 1.089
77 H -1.0455 -6.3646 -1.9577  C68 1.091
78 H -0.4402 -4.7286 -2.1377  C68 1.092
79 H 0.2979 -7.3572 0.5009  C70 1.099
80 H 1.8551 -7.6490 -0.3657  C70 1.089
81 H 0.4263 -8.1644 -2.4249  C71 1.092
82 H -0.8712 -8.5055 -1.3916  C71 1.098
83 H 0.5212 -9.4582 -1.0869  C71 1.087
84 H 1.0783 -4.9170 0.7309  C72 1.111
85 H 2.4634 -5.5833 0.0831  C72 1.093
86 H 0.7883 -3.2898 -1.1748  C73 1.088
87 H 2.3531 -3.1208 -0.3104  C73 1.089
88 H 2.2561 -3.9963 -1.8758  C73 1.094
89 C -5.5572 -1.2277 0.2950  C90 1.517, H96 1.094, H97 1.100, H98 1.089
90 C -5.4635 -1.6877 -1.1477  C89 1.517, N91 1.454, H99 1.096, H100 1.105
91 N -4.3040 -1.1046 -1.8038  C90 1.454, C92 1.469, C94 1.456
92 C -4.5096 0.2910 -2.2122  N91 1.469, C93 1.541, H101 1.092, H102 1.090
93 C -5.5942 0.4814 -3.2898  C92 1.541, H103 1.086, H104 1.091, H105 1.093
94 C -3.8726 -1.9196 -2.9307  N91 1.456, C95 1.528, H106 1.095, H107 1.102
95 C -3.2073 -3.2258 -2.5005  C94 1.528, H108 1.088, H109 1.092, H110 1.096
96 H -5.5177 -0.1397 0.4038  C89 1.094
97 H -4.6048 -1.4560 0.7950  C89 1.100
98 H -6.3822 -1.6169 0.8891  C89 1.089
99 H -5.4502 -2.7753 -1.2783  C90 1.096
100 H -6.3930 -1.5150 -1.7191  C90 1.105
101 H -4.8384 0.9047 -1.3716  C92 1.092
102 H -3.5542 0.7089 -2.5305  C92 1.090
103 H -5.5729 -0.1682 -4.1599  C93 1.086
104 H -6.5682 0.4022 -2.8042  C93 1.091
105 H -5.5247 1.5216 -3.6199  C93 1.093
106 H -3.1596 -1.3452 -3.5308  C94 1.095
107 H -4.7352 -2.0798 -3.5980  C94 1.102
108 H -3.1655 -3.3219 -1.4181  C95 1.088
109 H -2.2723 -3.3162 -3.0583  C95 1.092
110 H -3.7468 -4.0698 -2.9456  C95 1.096
111 C 2.1972 2.8143 4.6326  C112 1.533, H118 1.091, H119 1.090, H120 1.093
112 C 1.5544 1.5609 4.0281  C111 1.533, N113 1.483, H121 1.090, H122 1.094
113 N 2.2926 0.2917 4.2358  C112 1.483, C114 1.466, C116 1.480
114 C 3.6764 0.3504 3.7548  N113 1.466, C115 1.521, H123 1.094, H124 1.093
115 C 3.7110 0.2613 2.2368  C114 1.521, H125 1.089, H126 1.093, H127 1.090
116 C 2.2575 -0.0487 5.6761  N113 1.480, C117 1.534, H128 1.089, H129 1.100
117 C 2.5480 -1.5306 5.9434  C116 1.534, H130 1.092, H131 1.090, H132 1.087
118 H 3.2153 3.0830 4.3468  C111 1.091
119 H 2.2161 2.6835 5.7146  C111 1.090
120 H 1.5928 3.6784 4.3454  C111 1.093
121 H 0.5479 1.4740 4.4370  C112 1.090
122 H 1.4171 1.5629 2.9424  C112 1.094
123 H 4.2517 1.1859 4.1633  C114 1.094
124 H 4.0997 -0.5950 4.1027  C114 1.093
125 H 3.2239 -0.6638 1.9317  C115 1.089
126 H 3.2032 1.1406 1.8329  C115 1.093
127 H 4.7241 0.2339 1.8359  C115 1.090
128 H 1.3261 0.1767 6.1924  C116 1.089
129 H 3.0650 0.5304 6.1469  C116 1.100
130 H 1.8233 -2.1188 5.3763  C117 1.092
131 H 2.3794 -1.7263 7.0025  C117 1.090
132 H 3.5516 -1.8179 5.6395  C117 1.087
133 C -2.4654 3.6972 -3.6122  C134 1.540, H140 1.090, H141 1.091, H142 1.088
134 C -1.9194 4.5155 -2.4274  C133 1.540, N135 1.457, H143 1.090, H144 1.103
135 N -2.4267 5.8800 -2.3624  C134 1.457, C136 1.460, C138 1.457
136 C -2.1323 6.4754 -1.0624  N135 1.460, C137 1.534, H145 1.101, H146 1.094
137 C -2.8890 5.8677 0.1257  C136 1.534, H147 1.088, H148 1.090, H149 1.089
138 C -1.8767 6.6903 -3.4409  N135 1.457, C139 1.535, H150 1.090, H151 1.098
139 C -2.8730 7.7521 -3.9256  C138 1.535, H152 1.092, H153 1.094, H154 1.091
140 H -1.7378 3.7339 -4.4227  C133 1.090
141 H -3.4268 4.1617 -3.8349  C133 1.091
142 H -2.6020 2.6404 -3.3914  C133 1.088
143 H -2.2102 4.0202 -1.5010  C134 1.090
144 H -0.8167 4.4968 -2.4313  C134 1.103
145 H -1.0429 6.5305 -0.9113  C136 1.101
146 H -2.4641 7.5161 -1.1208  C136 1.094
147 H -2.6436 4.8215 0.2936  C137 1.088
148 H -2.6150 6.3960 1.0394  C137 1.090
149 H -3.9412 6.0359 -0.0972  C137 1.089
150 H -1.6873 6.0456 -4.2986  C138 1.090
151 H -0.9423 7.1471 -3.0876  C138 1.098
152 H -3.8270 7.3141 -4.2264  C139 1.092
153 H -2.5939 8.2869 -4.8384  C139 1.094
154 H -3.0403 8.5030 -3.1522  C139 1.091
155 C -0.3344 2.6234 0.8074  C156 1.511, H162 1.095, H163 1.093, H164 1.090
156 C 0.5293 1.6381 0.0549  C155 1.511, N157 1.453, H165 1.093, H166 1.108
157 N -0.0831 0.7998 -0.9623  C156 1.453, C158 1.452, C160 1.461
158 C 0.8703 -0.0462 -1.6567  N157 1.452, C159 1.530, H167 1.099, H168 1.091
159 C 0.3205 -0.7077 -2.9221  C158 1.530, H169 1.092, H170 1.090, H171 1.092
160 C -1.3484 0.1846 -0.5682  N157 1.461, C161 1.542, H172 1.088, H173 1.089
161 C -1.2563 -1.0896 0.2943  C160 1.542, H174 1.093, H175 1.090, H176 1.088
162 H -0.9334 3.2129 0.1060  C155 1.095
163 H 0.2223 3.4054 1.3303  C155 1.093
164 H -0.9579 2.1478 1.5646  C155 1.090
165 H 1.3936 2.1540 -0.3704  C156 1.093
166 H 0.9492 0.9234 0.7906  C156 1.108
167 H 1.2793 -0.8366 -1.0111  C158 1.099
168 H 1.6520 0.6577 -1.9471  C158 1.091
169 H 0.2403 0.0059 -3.7447  C159 1.092
170 H -0.6547 -1.1818 -2.8128  C159 1.090
171 H 1.0533 -1.4522 -3.2399  C159 1.092
172 H -1.9499 0.9168 -0.0326  C160 1.088
173 H -1.8272 -0.0586 -1.5161  C160 1.089
174 H -0.4640 -1.7202 -0.1182  C161 1.093
175 H -0.9994 -0.8323 1.3223  C161 1.090
176 H -2.1834 -1.6551 0.2208  C161 1.088

(b)
Entry from the Open Molecules 2025 dataset: a 8-piece molecular cluster, C48H120N8 overall (the ωB97M-V functional and the def2-TZVPD basis).

Summary:
HOMO-LUMO gap: 0.329 hartree
HOMO energy: -8.2107 eV
Net charge: 0
LUMO: 0.73 eV
SMILES: CCN(CC)CC.CCN(CC)CC.CCN(CC)CC.CCN(CC)CC.CCN(CC)CC.CCN(CC)CC.CCN(CC)CC.CCN(CC)CC

Last columns: bonded neighbours and bond lengths (Å).
Geometry (Å):
1 C 3.7417 -6.3861 -30.7682  C2 1.520, H8 1.091, H9 1.093, H10 1.092
2 C 2.2233 -6.4504 -30.8070  C1 1.520, N3 1.476, H11 1.096, H12 1.095
3 N 1.7888 -7.5177 -31.7294  C2 1.476, C4 1.471, C6 1.480
4 C 2.0534 -7.0771 -33.1082  N3 1.471, C5 1.539, H13 1.089, H14 1.091
5 C 1.4994 -5.7146 -33.5606  C4 1.539, H15 1.090, H16 1.096, H17 1.094
6 C 0.3409 -7.7701 -31.5592  N3 1.480, C7 1.520, H18 1.091, H19 1.094
7 C -0.1018 -9.0201 -32.3025  C6 1.520, H20 1.090, H21 1.087, H22 1.095
8 H 4.2076 -7.3556 -30.5878  C1 1.091
9 H 4.1668 -5.7886 -29.9572  C1 1.093
10 H 4.1273 -5.9952 -31.7120  C1 1.092
11 H 1.9012 -6.7232 -29.7952  C2 1.096
12 H 1.7196 -5.4925 -30.9714  C2 1.095
13 H 3.1215 -7.1367 -33.3133  C4 1.089
14 H 1.5936 -7.8044 -33.7795  C4 1.091
15 H 1.3792 -5.6122 -34.6391  C5 1.090
16 H 0.5008 -5.4986 -33.1631  C5 1.096
17 H 2.0295 -4.8227 -33.2121  C5 1.094
18 H -0.2296 -6.8731 -31.8066  C6 1.091
19 H 0.1943 -8.0401 -30.5088  C6 1.094
20 H -1.0812 -9.3606 -31.9660  C7 1.090
21 H 0.6465 -9.8010 -32.1924  C7 1.087
22 H -0.2648 -8.7672 -33.3550  C7 1.095
23 C 6.1036 -12.5860 -28.1711  C24 1.517, H30 1.089, H31 1.097, H32 1.088
24 C 6.0625 -13.7696 -27.2232  C23 1.517, N25 1.460, H33 1.103, H34 1.092
25 N 6.0027 -15.0470 -27.9273  C24 1.460, C26 1.453, C28 1.463
26 C 5.8626 -16.1543 -26.9974  N25 1.453, C27 1.535, H35 1.089, H36 1.106
27 C 4.5192 -16.2794 -26.2647  C26 1.535, H37 1.089, H38 1.091, H39 1.094
28 C 7.2114 -15.3045 -28.7095  N25 1.463, C29 1.531, H40 1.100, H41 1.092
29 C 7.1041 -16.4378 -29.7334  C28 1.531, H42 1.096, H43 1.091, H44 1.088
30 H 7.0700 -12.4752 -28.6613  C23 1.089
31 H 6.0150 -11.6661 -27.5796  C23 1.097
32 H 5.2713 -12.5261 -28.8686  C23 1.088
33 H 6.8840 -13.7919 -26.4875  C24 1.103
34 H 5.1452 -13.7300 -26.6313  C24 1.092
35 H 6.0873 -17.1252 -27.4371  C26 1.089
36 H 6.6016 -16.0781 -26.1781  C26 1.106
37 H 4.6470 -16.9709 -25.4327  C27 1.089
38 H 4.1404 -15.2989 -25.9740  C27 1.091
39 H 3.6916 -16.6938 -26.8486  C27 1.094
40 H 8.0881 -15.4624 -28.0641  C28 1.100
41 H 7.4943 -14.4675 -29.3511  C28 1.092
42 H 8.0855 -16.6209 -30.1860  C29 1.096
43 H 6.5489 -16.0936 -30.6068  C29 1.091
44 H 6.7994 -17.3933 -29.3120  C29 1.088
45 C 5.3153 -1.9147 -30.3417  C46 1.533, H52 1.090, H53 1.091, H54 1.091
46 C 4.3384 -2.3083 -29.2272  C45 1.533, N47 1.452, H55 1.088, H56 1.106
47 N 3.8110 -1.1858 -28.4718  C46 1.452, C48 1.461, C50 1.467
48 C 4.8746 -0.4473 -27.7959  N47 1.461, C49 1.531, H57 1.103, H58 1.088
49 C 4.3489 0.9171 -27.3417  C48 1.531, H59 1.098, H60 1.092, H61 1.088
50 C 2.6881 -1.5476 -27.5994  N47 1.467, C51 1.516, H62 1.088, H63 1.100
51 C 1.5226 -2.1148 -28.3848  C50 1.516, H64 1.093, H65 1.093, H66 1.091
52 H 6.3157 -1.6166 -30.0270  C45 1.090
53 H 4.8761 -1.1005 -30.9200  C45 1.091
54 H 5.4634 -2.7862 -30.9820  C45 1.091
55 H 3.5585 -2.8965 -29.7073  C46 1.088
56 H 4.8412 -3.0370 -28.5647  C46 1.106
57 H 5.2408 -0.8922 -26.8550  C48 1.103
58 H 5.8194 -0.3930 -28.3331  C48 1.088
59 H 5.1378 1.5959 -26.9910  C49 1.098
60 H 3.9249 1.5362 -28.1345  C49 1.092
61 H 3.7007 0.8208 -26.4728  C49 1.088
62 H 2.4291 -0.6353 -27.0658  C50 1.088
63 H 2.9629 -2.2783 -26.8239  C50 1.100
64 H 0.6556 -2.3734 -27.7714  C51 1.093
65 H 1.7651 -3.0779 -28.8413  C51 1.093
66 H 1.1522 -1.4898 -29.1985  C51 1.091
67 C 0.8627 -10.7203 -24.5825  C68 1.530, H74 1.094, H75 1.091, H76 1.093
68 C 0.4500 -12.0656 -23.9829  C67 1.530, N69 1.458, H77 1.094, H78 1.098
69 N -0.4342 -11.8998 -22.8349  C68 1.458, C70 1.476, C72 1.488
70 C 0.3646 -11.9408 -21.5948  N69 1.476, C71 1.522, H79 1.095, H80 1.091
71 C 0.8646 -13.3285 -21.2187  C70 1.522, H81 1.091, H82 1.090, H83 1.092
72 C -1.6135 -12.8073 -22.8379  N69 1.488, C73 1.527, H84 1.091, H85 1.090
73 C -2.5008 -12.4379 -24.0248  C72 1.527, H86 1.093, H87 1.088, H88 1.090
74 H 1.5504 -10.8782 -25.4183  C67 1.094
75 H 1.3262 -9.9768 -23.9321  C67 1.091
76 H -0.0086 -10.1956 -24.9828  C67 1.093
77 H -0.0225 -12.6849 -24.7516  C68 1.094
78 H 1.3524 -12.6596 -23.7861  C68 1.098
79 H -0.2945 -11.5297 -20.8235  C70 1.095
80 H 1.2174 -11.2648 -21.6779  C70 1.091
81 H 1.4777 -13.3774 -20.3182  C71 1.091
82 H 1.4064 -13.8364 -22.0171  C71 1.090
83 H -0.0148 -13.9588 -21.0679  C71 1.092
84 H -1.2703 -13.8422 -22.8877  C72 1.091
85 H -2.0990 -12.5410 -21.8995  C72 1.090
86 H -3.5268 -12.7495 -23.8148  C73 1.093
87 H -2.4685 -11.3614 -24.1800  C73 1.088
88 H -2.2451 -12.9415 -24.9571  C73 1.090
89 C 9.6470 -9.3029 -31.1064  C90 1.532, H96 1.089, H97 1.093, H98 1.095
90 C 8.3531 -8.4826 -31.1092  C89 1.532, N91 1.452, H99 1.091, H100 1.105
91 N 8.4097 -7.3425 -30.2115  C90 1.452, C92 1.471, C94 1.472
92 C 7.1031 -6.6712 -30.2903  N91 1.471, C93 1.516, H101 1.092, H102 1.100
93 C 7.2130 -5.2333 -29.8235  C92 1.516, H103 1.094, H104 1.090, H105 1.093
94 C 8.7864 -7.6584 -28.8242  N91 1.472, C95 1.527, H106 1.091, H107 1.091
95 C 7.8840 -8.6289 -28.0658  C94 1.527, H108 1.090, H109 1.089, H110 1.092
96 H 9.7417 -10.0104 -31.9284  C89 1.089
97 H 9.8292 -9.8476 -30.1767  C89 1.093
98 H 10.4972 -8.6152 -31.1626  C89 1.095
99 H 8.1596 -8.1769 -32.1382  C90 1.091
100 H 7.5199 -9.1625 -30.8566  C90 1.105
101 H 6.6206 -6.5982 -31.2672  C92 1.092
102 H 6.4048 -7.2784 -29.6964  C92 1.100
103 H 7.4707 -5.1475 -28.7640  C93 1.094
104 H 7.9816 -4.7241 -30.4059  C93 1.090
105 H 6.2985 -4.6357 -29.8690  C93 1.093
106 H 8.8126 -6.6799 -28.3435  C94 1.091
107 H 9.8357 -7.9514 -28.8811  C94 1.091
108 H 8.2796 -8.9322 -27.0959  C95 1.090
109 H 7.6839 -9.5346 -28.6369  C95 1.089
110 H 6.9849 -8.0533 -27.8372  C95 1.092
111 C 4.1138 -14.4635 -22.7347  C112 1.530, H118 1.094, H119 1.092, H120 1.087
112 C 5.5672 -13.9999 -22.8488  C111 1.530, N113 1.444, H121 1.107, H122 1.095
113 N 5.7760 -12.5877 -22.6302  C112 1.444, C114 1.453, C116 1.454
114 C 5.2581 -12.1325 -21.3512  N113 1.453, C115 1.530, H123 1.095, H124 1.098
115 C 4.0463 -11.2125 -21.5165  C114 1.530, H125 1.089, H126 1.092, H127 1.093
116 C 7.1310 -12.1423 -22.9103  N113 1.454, C117 1.538, H128 1.088, H129 1.099
117 C 7.1768 -10.6292 -23.1793  C116 1.538, H130 1.091, H131 1.091, H132 1.094
118 H 4.0786 -15.4871 -23.1182  C111 1.094
119 H 3.5414 -13.8462 -23.4297  C111 1.092
120 H 3.7278 -14.5397 -21.7212  C111 1.087
121 H 6.1677 -14.6652 -22.1993  C112 1.107
122 H 5.9046 -14.2867 -23.8501  C112 1.095
123 H 5.0691 -12.9883 -20.6946  C114 1.095
124 H 5.9923 -11.5669 -20.7616  C114 1.098
125 H 4.3630 -10.3146 -22.0448  C115 1.089
126 H 3.2838 -11.7644 -22.0698  C115 1.092
127 H 3.5654 -10.8992 -20.5865  C115 1.093
128 H 7.5456 -12.6368 -23.7860  C116 1.088
129 H 7.7521 -12.2790 -22.0137  C116 1.099
130 H 6.7555 -10.0351 -22.3667  C117 1.091
131 H 6.6959 -10.3165 -24.1076  C117 1.091
132 H 8.2228 -10.3150 -23.2479  C117 1.094
133 C 9.1453 -3.5084 -23.6389  C134 1.539, H140 1.095, H141 1.086, H142 1.096
134 C 7.6944 -3.0661 -23.9014  C133 1.539, N135 1.462, H143 1.091, H144 1.089
135 N 7.5467 -1.8328 -24.6724  C134 1.462, C136 1.439, C138 1.450
136 C 8.0564 -1.8511 -26.0184  N135 1.439, C137 1.523, H145 1.096, H146 1.103
137 C 7.4560 -2.9404 -26.8978  C136 1.523, H147 1.090, H148 1.093, H149 1.090
138 C 8.0584 -0.7036 -23.9194  N135 1.450, C139 1.530, H150 1.103, H151 1.090
139 C 7.6105 0.6721 -24.4158  C138 1.530, H152 1.091, H153 1.090, H154 1.097
140 H 9.1453 -4.5659 -23.3556  C133 1.095
141 H 9.7394 -2.9147 -22.9501  C133 1.086
142 H 9.6969 -3.5923 -24.5821  C133 1.096
143 H 7.2270 -3.8860 -24.4493  C134 1.091
144 H 7.1100 -2.9408 -22.9914  C134 1.089
145 H 7.7777 -0.9527 -26.5819  C136 1.096
146 H 9.1588 -1.8343 -26.0065  C136 1.103
147 H 7.9078 -2.8925 -27.8889  C137 1.090
148 H 7.5920 -3.9541 -26.5108  C137 1.093
149 H 6.3784 -2.8043 -26.9915  C137 1.090
150 H 9.1614 -0.7355 -23.9227  C138 1.103
151 H 7.7946 -0.7252 -22.8617  C138 1.090
152 H 6.5439 0.6411 -24.6449  C139 1.091
153 H 8.2116 1.1805 -25.1699  C139 1.090
154 H 7.6978 1.3837 -23.5859  C139 1.097
155 C 4.2278 -10.0994 -26.3727  C156 1.547, H162 1.094, H163 1.090, H164 1.088
156 C 4.4622 -9.1213 -25.1968  C155 1.547, N157 1.445, H165 1.099, H166 1.090
157 N 4.8099 -7.7959 -25.6557  C156 1.445, C158 1.446, C160 1.456
158 C 3.7834 -7.1121 -26.4095  N157 1.446, C159 1.533, H167 1.106, H168 1.092
159 C 4.0811 -5.6872 -26.8894  C158 1.533, H169 1.092, H170 1.089, H171 1.092
160 C 5.4080 -7.0298 -24.5720  N157 1.456, C161 1.547, H172 1.090, H173 1.102
161 C 6.8356 -7.5477 -24.2761  C160 1.547, H174 1.090, H175 1.089, H176 1.091
162 H 4.2005 -11.1288 -26.0026  C155 1.094
163 H 5.1338 -10.0718 -26.9780  C155 1.090
164 H 3.2704 -9.9205 -26.8577  C155 1.088
165 H 3.6328 -9.1064 -24.4763  C156 1.099
166 H 5.3089 -9.6140 -24.7186  C156 1.090
167 H 2.8632 -6.9523 -25.8164  C158 1.106
168 H 3.5496 -7.7517 -27.2632  C158 1.092
169 H 4.0846 -5.0560 -25.9989  C159 1.092
170 H 3.2353 -5.4160 -27.5189  C159 1.089
171 H 5.0441 -5.5615 -27.3890  C159 1.092
172 H 5.5233 -5.9629 -24.7614  C160 1.090
173 H 4.7822 -7.0862 -23.6661  C160 1.102
174 H 7.4246 -6.8797 -23.6475  C161 1.090
175 H 6.8528 -8.5383 -23.8239  C161 1.089
176 H 7.3176 -7.6255 -25.2524  C161 1.091

Most stable = (b)